A 10-piece molecular cluster, C85H177N9O12 overall. Source: OMol25; level of theory: ωB97M-V with the def2-TZVPD basis set.

```
283
Properties=species:S:1:pos:R:3:forces:R:3
C 3.0877 2.7888 3.2138 1.02 0.73 -0.32
C 4.3634 3.1116 4.0248 -2.50 -0.31 -0.70
C 4.0528 3.9355 5.2901 -0.03 0.79 -0.38
O 4.8062 3.2796 6.2952 0.41 -0.60 0.14
C 5.1921 2.0475 5.8379 0.51 0.19 -0.54
O 5.8515 1.2471 6.4116 -0.28 0.19 0.61
O 4.7983 1.8691 4.5520 0.32 0.31 0.62
H 3.4263 2.2395 2.3333 -0.34 -0.60 0.21
H 2.6472 3.6854 2.7712 -0.11 0.14 0.44
H 2.3808 2.2694 3.8561 -0.10 -0.17 -0.27
H 5.1004 3.4566 3.2985 0.35 0.53 0.58
H 3.0091 4.0203 5.6092 -0.22 -1.00 -0.33
H 4.2616 5.0058 5.2188 1.00 -0.18 -0.05
C 5.0122 -2.9948 -6.3239 -1.43 -0.23 0.85
C 3.4647 -3.2060 -6.0318 0.57 2.07 -1.27
C 2.9118 -4.2214 -7.0084 -0.48 -0.86 -1.46
C 1.6409 -5.0407 -6.6899 0.07 0.04 1.23
C 1.6891 -5.5317 -5.2377 1.62 -0.12 -1.05
C 2.0684 -4.4108 -4.2238 -0.03 0.67 -0.42
N 3.2844 -3.6324 -4.6634 -0.14 -2.65 -0.81
O 3.7154 -2.6851 -3.7405 -0.20 0.51 0.33
C 0.8685 -3.4650 -4.1194 0.41 0.17 0.29
C 2.3677 -5.0948 -2.9120 0.19 -0.33 0.38
C 2.7830 -1.8232 -6.3750 -0.93 -0.17 0.04
H 5.3234 -2.3611 -5.4934 0.62 -0.08 -0.16
H 5.2022 -2.4385 -7.2389 -0.19 -0.14 -0.11
H 5.5122 -3.9622 -6.3478 0.21 0.11 0.19
H 2.7068 -3.7573 -7.9779 0.06 0.58 0.18
H 3.6975 -4.9072 -7.3402 0.06 -0.37 0.68
H 1.7030 -5.9417 -7.2997 -0.45 0.19 -0.32
H 0.6694 -4.5561 -6.8013 0.28 0.43 -0.66
H 2.4565 -6.3071 -5.3473 0.43 0.16 0.96
H 0.8079 -6.1213 -4.9813 -0.27 0.57 0.38
H 0.8501 -2.8017 -4.9827 -0.55 -0.38 -0.22
H -0.0228 -4.0733 -3.9674 -0.29 0.38 -0.18
H 0.9689 -2.7665 -3.2915 0.05 -0.33 0.25
H 3.0424 -5.9302 -3.1065 0.03 -0.03 0.14
H 2.8293 -4.4641 -2.1514 -0.08 0.22 -0.17
H 1.4425 -5.4948 -2.4917 -0.02 -0.05 0.00
H 3.2082 -1.2120 -7.1739 0.64 -0.45 -0.02
H 2.6570 -1.1310 -5.5415 0.06 -0.30 0.25
H 1.7979 -2.0663 -6.7820 -0.24 0.23 0.31
H 4.6584 -2.8771 -3.6838 -0.08 0.04 0.38
C -2.1260 -1.3306 -0.5364 0.11 0.05 -0.61
C -1.3270 -0.0302 -0.5664 0.51 0.92 1.59
C -1.2858 0.5228 0.9132 0.54 -0.34 0.91
C -0.1573 -0.0579 1.8040 -0.50 -0.08 -1.83
C 1.1444 0.1899 1.0691 0.31 -0.66 1.49
C 1.1877 -0.5907 -0.2322 0.08 -0.45 -2.04
N 0.0575 -0.1195 -1.0650 0.04 1.61 0.32
O 0.0757 -0.7013 -2.3776 -0.14 -0.05 0.67
C 2.5114 -0.2324 -0.9617 -0.30 -0.15 -0.78
C 1.1415 -2.1631 -0.1498 0.40 1.28 1.85
C -2.0654 1.0288 -1.3656 -1.81 1.13 -0.80
H -3.1949 -1.1206 -0.5699 0.00 0.00 -0.05
H -1.9579 -1.9073 0.3722 0.27 -0.12 -0.13
H -1.8387 -1.8670 -1.4426 -0.23 -0.46 0.20
H -1.1885 1.6094 0.9534 -0.21 0.08 -0.26
H -2.1729 0.2081 1.4678 -0.57 0.40 -0.60
H -0.3433 -1.1356 1.8060 0.24 -0.08 0.52
H -0.1677 0.3158 2.8262 -0.11 0.13 -0.06
H 1.9429 -0.0876 1.7671 0.34 -0.46 -0.43
H 1.3389 1.2550 0.9229 -0.35 0.06 -0.47
H 2.5571 -0.6930 -1.9537 0.11 -0.33 0.09
H 2.6277 0.8197 -1.2281 -0.14 0.21 0.63
H 3.3825 -0.6136 -0.4289 -0.10 0.12 0.21
H 1.4146 -2.7400 -1.0302 0.00 0.36 -0.24
H 1.8877 -2.3440 0.6300 -0.04 -0.70 0.00
H 0.1667 -2.4686 0.2178 0.10 -0.21 -0.08
H -3.0912 1.1624 -1.0010 -0.06 -0.64 0.28
H -2.2462 0.8773 -2.4333 0.37 -0.85 0.02
H -1.8049 2.0930 -1.3335 1.27 -0.24 0.43
H 0.9183 -1.1634 -2.3325 -0.06 -0.21 -0.59
C 10.8879 0.1273 -0.5037 0.44 0.14 -1.80
C 9.9863 0.9564 0.4074 0.51 -0.42 -0.19
C 9.7429 2.3575 -0.2205 0.64 -0.50 0.00
C 8.5933 3.0780 0.4287 -0.39 -1.19 0.33
C 7.3716 2.2229 0.1025 -1.32 0.88 0.42
C 7.3945 0.8110 0.6518 0.77 -1.02 1.02
N 8.7300 0.1966 0.3698 -0.82 0.53 -0.41
O 8.9363 -1.0570 1.0385 -0.59 0.53 -0.23
C 7.1049 0.7807 2.1825 0.09 -0.16 -0.62
C 6.3218 -0.0151 -0.0525 -1.46 0.29 0.08
C 10.6552 0.9831 1.8248 -1.69 0.28 -0.48
H 10.2704 -0.4785 -1.1690 -0.14 -0.46 0.49
H 11.6324 -0.4891 -0.0067 -0.08 0.01 0.05
H 11.3710 0.6996 -1.3053 0.50 0.52 0.59
H 10.7152 2.8536 -0.2094 -0.11 0.25 0.11
H 9.4509 2.2389 -1.2677 0.30 -0.22 -0.12
H 8.4527 4.1238 0.1626 0.13 -0.05 -0.16
H 8.6580 2.9856 1.5168 0.31 0.51 0.07
H 7.0291 2.1607 -0.9335 0.73 0.33 -0.30
H 6.5307 2.7191 0.6022 -0.22 -0.17 -0.01
H 7.1557 -0.2375 2.5676 0.12 -0.03 -0.12
H 7.8804 1.3500 2.6907 -0.33 0.19 0.26
H 6.1001 1.1363 2.4121 0.09 0.28 0.00
H 5.3482 0.4952 -0.0536 0.09 0.38 0.81
H 6.3373 -0.1397 -1.1381 1.19 -0.44 0.04
H 6.1186 -0.9302 0.5057 0.23 -0.31 -0.39
H 9.8170 1.1494 2.5018 0.39 0.08 0.46
H 11.3818 1.7806 1.9657 0.18 -0.14 -0.19
H 11.0444 -0.0107 2.0234 0.22 0.16 0.17
H 8.5744 -1.6649 0.3845 0.18 -0.23 0.12
C -4.2927 3.3768 2.2189 0.19 1.19 -2.02
C -5.5499 3.2679 1.2819 -0.87 -1.06 0.73
C -6.4566 2.1939 1.9418 0.42 0.24 1.68
C -7.0357 2.7619 3.2243 -0.14 0.99 0.32
C -7.9626 3.8679 2.7907 -1.24 -1.30 0.61
C -7.3166 5.0492 2.0588 1.41 -0.12 1.03
N -6.2188 4.5819 1.1714 -2.48 -1.98 0.33
O -5.4688 5.5864 0.5954 0.45 0.25 -0.31
C -8.4568 5.7557 1.3388 0.50 -0.29 0.11
C -6.7176 5.9850 3.1654 -0.93 1.10 0.41
C -5.3469 2.7004 -0.1595 1.52 1.07 0.30
H -3.6853 4.1606 1.7502 0.63 -0.57 -0.34
H -3.7867 2.4170 2.2956 0.24 0.16 0.16
H -4.4263 3.9042 3.1626 -0.78 -0.72 0.28
H -7.2046 1.7603 1.2758 -0.31 0.45 0.00
H -5.9113 1.3270 2.3281 0.78 0.06 -0.84
H -6.3311 3.2612 3.8964 0.68 -0.55 -0.27
H -7.5055 2.0027 3.8519 -0.38 0.04 -0.24
H -8.5358 4.2301 3.6488 0.14 0.40 -0.05
H -8.7076 3.2678 2.2538 -0.19 0.84 -0.83
H -9.0919 6.1879 2.1120 -0.06 0.20 -0.15
H -8.0507 6.5331 0.6924 -0.34 0.01 -0.16
H -9.0392 4.9827 0.8387 0.00 0.35 -0.53
H -5.6749 6.2935 3.1081 0.15 -0.66 -0.22
H -7.2346 6.9520 3.1904 -0.09 0.06 -0.49
H -6.9876 5.6527 4.1704 0.55 -0.51 0.01
H -5.1045 1.6375 -0.1888 0.26 0.02 0.34
H -4.5164 3.2772 -0.5756 0.14 -0.35 -0.33
H -6.1758 2.8358 -0.8554 -0.41 0.26 0.52
H -5.7052 5.5014 -0.3375 0.17 0.37 -0.01
C -4.0529 3.6474 -3.3962 -0.85 -1.60 -0.26
C -3.1365 4.2572 -4.4530 -0.10 0.12 0.26
C -2.9592 5.7243 -4.0050 0.81 0.19 0.42
C -1.6388 6.3533 -4.4517 -1.06 -0.11 -0.99
C -0.4114 5.5363 -4.0383 -1.87 1.60 -0.07
C -0.5022 4.1440 -4.6382 1.38 1.68 -1.59
N -1.8333 3.5995 -4.3961 1.05 -0.06 0.67
O -1.8343 2.2065 -4.7101 -0.50 0.75 0.50
C -0.1040 4.2348 -6.1525 -1.12 -0.28 -0.12
C 0.6379 3.4060 -3.9507 -0.35 -2.13 0.81
C -3.8425 4.1505 -5.8102 0.62 0.55 -1.09
H -4.9473 4.2525 -3.2343 0.34 0.44 0.41
H -3.5407 3.3161 -2.4933 0.14 0.84 0.21
H -4.5232 2.7035 -3.7017 0.29 -0.09 -0.54
H -3.8241 6.2884 -4.3561 0.04 0.08 -0.04
H -2.9581 5.7908 -2.9125 -0.22 -0.31 0.10
H -1.5952 7.4078 -4.1741 0.11 -0.08 0.34
H -1.7343 6.3704 -5.5431 0.52 0.10 -0.14
H -0.3997 5.4798 -2.9481 0.11 -0.07 0.03
H 0.4058 6.1786 -4.3677 0.61 -0.77 -0.04
H -0.2739 3.2606 -6.6161 0.71 -0.23 0.16
H -0.7511 4.8495 -6.7852 -0.16 0.41 0.49
H 0.9019 4.6342 -6.2683 0.13 -0.40 -0.03
H 1.6711 3.6696 -4.1741 -0.30 0.83 -0.35
H 0.5158 3.4638 -2.8653 0.00 0.03 0.05
H 0.6327 2.3359 -4.1835 -0.22 -0.03 -0.04
H -3.2246 4.5345 -6.6296 0.39 -0.04 0.18
H -4.7176 4.7960 -5.9095 -0.31 -0.31 0.53
H -4.0725 3.1282 -6.1075 -0.14 -0.05 0.34
H -1.6913 1.9373 -3.7962 0.05 -1.07 -0.29
C -9.0174 -1.3662 -1.7454 0.13 2.46 -1.07
C -7.9215 -2.3859 -1.8676 0.28 -0.75 -1.25
C -8.3623 -3.1335 -3.1709 -0.54 -1.76 0.32
C -7.3669 -4.1281 -3.7523 0.41 0.74 -0.39
C -6.0376 -3.4043 -4.0928 -0.67 -1.77 0.77
C -5.5284 -2.6652 -2.8348 0.57 -0.21 -0.15
N -6.6076 -1.8191 -2.2042 0.45 0.05 -1.37
O -6.0529 -1.1051 -1.1233 0.02 -0.09 0.62
C -4.8475 -3.7608 -1.9480 -0.98 -0.76 1.28
C -4.4118 -1.7704 -3.3448 0.26 1.73 -0.60
C -7.8791 -3.3156 -0.6523 0.72 0.43 -0.03
H -8.8171 -0.5282 -1.0719 -0.56 -0.79 1.16
H -10.0099 -1.8063 -1.8372 -0.03 -0.14 1.25
H -9.0991 -0.7103 -2.6263 0.66 -0.48 -0.58
H -9.2163 -3.7858 -2.9516 -0.25 0.34 0.55
H -8.7845 -2.4594 -3.9155 0.59 0.34 -0.05
H -7.7902 -4.6881 -4.5896 -0.03 0.50 -0.37
H -7.2209 -4.9529 -3.0501 0.37 0.30 0.36
H -6.0302 -2.8423 -5.0255 -0.48 0.48 0.27
H -5.3359 -4.2240 -4.2703 0.36 0.23 -0.08
H -3.7860 -3.9265 -2.1246 -0.04 0.25 -0.34
H -4.9663 -3.7004 -0.8605 0.25 1.11 0.01
H -5.3539 -4.7293 -2.0269 0.12 -0.06 -0.76
H -4.7342 -1.0522 -4.1081 -0.64 -0.21 -0.06
H -3.9636 -1.0824 -2.6277 0.11 -0.56 0.43
H -3.6237 -2.3049 -3.8760 0.03 -0.40 0.43
H -8.9042 -3.6252 -0.4567 0.29 -0.79 0.07
H -7.4687 -2.8905 0.2674 -0.41 0.83 -0.15
H -7.0814 -4.0364 -0.8364 -0.91 -0.90 -0.19
H -6.0890 -0.1813 -1.3926 -0.02 -0.03 -0.11
C -0.1988 4.9709 -0.0743 -0.10 -1.06 -0.60
C 0.0245 5.5986 1.2791 -1.21 -0.83 0.67
C 1.4565 6.0543 1.4737 0.76 1.48 -1.15
C 1.7812 7.2827 0.5494 0.26 -0.09 0.35
C 0.8158 8.4426 0.8211 -0.80 0.35 1.16
C -0.7156 8.0699 0.7888 0.18 1.04 0.23
N -0.8900 6.7460 1.3803 0.86 0.68 2.14
O -2.2329 6.3568 1.4305 0.37 -0.18 -0.89
C -1.6359 9.1225 1.5839 -0.18 -1.58 -0.07
C -1.1620 8.1650 -0.6723 -0.79 -0.34 0.18
C -0.3517 4.5434 2.3989 0.51 1.88 0.88
H -0.1899 5.7390 -0.8447 0.14 -0.30 -0.21
H -1.1485 4.4232 -0.0879 -0.36 0.45 -0.05
H 0.4556 4.1274 -0.3138 0.55 0.37 -0.04
H 1.7162 6.4279 2.4652 -0.60 -0.31 0.34
H 2.1488 5.2386 1.2586 -0.10 -0.09 -0.12
H 1.8985 7.0308 -0.5077 -0.73 -0.22 -0.10
H 2.7932 7.6453 0.7496 0.01 -0.05 0.42
H 1.0468 9.3302 0.2268 -0.37 -0.32 -0.72
H 0.9781 8.9020 1.8025 0.30 -0.69 0.41
H -1.8521 8.9582 2.6452 1.62 0.00 0.37
H -1.3062 10.1314 1.3513 -0.27 0.09 0.08
H -2.6919 8.9260 1.3657 0.14 0.42 -1.31
H -1.6621 9.1129 -0.8718 0.46 0.22 -0.12
H -0.3209 7.9971 -1.3432 -0.26 -0.11 -0.29
H -1.9775 7.4467 -0.7998 0.19 -0.19 -0.47
H -0.0830 5.0556 3.3310 0.58 -0.22 0.10
H 0.2183 3.6185 2.3293 -0.13 -0.05 -0.21
H -1.4027 4.4046 2.6478 -0.18 -0.37 -1.11
H -2.3130 5.9189 0.5674 -0.94 -0.09 0.11
C -1.0348 -4.7049 0.7255 0.08 -1.42 2.03
C -1.3587 -6.1352 1.1927 -0.70 -1.61 -0.14
C -2.0109 -6.9998 0.0745 -1.52 0.56 1.21
C -2.1696 -8.4951 0.4510 2.22 -0.07 -0.93
C -0.7509 -9.0193 0.8033 -1.83 0.42 -0.26
C -0.0728 -8.2461 1.9299 -0.24 -0.57 0.49
N -0.0922 -6.8395 1.5363 0.49 1.14 -0.94
O 0.7406 -5.9625 2.3435 -0.30 -1.28 -0.09
C -0.6677 -8.4820 3.3212 -1.05 0.44 0.42
C 1.3306 -8.8971 1.9067 0.69 1.87 1.47
C -2.4075 -6.0045 2.3473 -0.10 -0.58 -0.21
H -0.6506 -4.3118 1.6710 0.37 0.61 -0.39
H -1.9756 -4.1780 0.5912 0.21 0.05 -1.03
H -0.2325 -4.7574 -0.0053 -0.40 0.55 -0.44
H -3.0176 -6.5740 -0.0044 -0.09 0.04 -0.26
H -1.5562 -6.8018 -0.8964 0.39 -0.50 0.05
H -2.4014 -9.0503 -0.4601 -0.59 0.05 0.07
H -2.8305 -8.8229 1.2512 -0.42 0.76 -0.05
H -0.1675 -8.9256 -0.1135 0.31 -0.11 0.15
H -0.8805 -10.0731 1.0537 0.48 -0.05 0.15
H -0.1398 -7.8753 4.0623 0.98 -0.96 0.13
H -1.6441 -8.0728 3.6035 -0.40 -0.08 -1.24
H -0.8146 -9.5532 3.4667 0.75 -0.01 0.65
H 1.3038 -9.9656 2.1094 -0.26 -0.16 -1.00
H 1.8552 -8.4862 1.0444 0.05 -0.89 -0.41
H 1.9560 -8.5858 2.7533 -0.22 0.48 0.11
H -1.8953 -5.9050 3.3035 -0.20 0.79 0.02
H -3.1058 -6.8325 2.5019 0.55 -0.56 -0.34
H -3.1406 -5.2449 2.0681 0.50 0.68 0.45
H 1.5120 -5.9478 1.7680 0.21 0.33 0.29
C 3.1913 -4.4365 7.5866 0.48 -0.27 0.86
C 3.3608 -4.5915 6.0858 -1.59 2.39 -1.61
C 1.9258 -4.6040 5.4657 -1.22 -1.48 1.03
C 1.1157 -3.3109 5.4435 1.22 -0.62 1.02
C 1.9217 -2.3077 4.6782 -0.43 0.80 0.24
C 3.3462 -2.1076 5.2214 0.65 0.11 1.57
N 3.9825 -3.4240 5.3980 0.49 -0.97 -1.03
O 5.3640 -3.2630 5.7568 -0.56 -0.05 0.04
C 4.1586 -1.2838 4.1760 -1.16 -1.85 -0.28
C 3.3508 -1.3489 6.5847 0.07 1.48 -0.74
C 4.0769 -5.8696 5.7268 0.57 0.12 0.17
H 4.1126 -4.0346 8.0131 -0.03 -0.04 0.12
H 2.9899 -5.3980 8.0663 0.23 -0.17 -0.16
H 2.3545 -3.8229 7.9185 0.07 0.27 -0.37
H 1.8119 -5.0949 4.4972 0.61 0.01 -0.10
H 1.4247 -5.2636 6.1864 -0.31 -0.31 -0.32
H 0.9996 -2.9698 6.4782 0.09 0.20 0.01
H 0.0854 -3.4234 5.1057 0.18 -0.27 -0.46
H 1.3332 -1.3954 4.8233 0.55 0.50 -0.62
H 1.9840 -2.5713 3.6197 -0.11 0.02 -0.06
H 3.5036 -0.4971 3.8025 0.55 0.67 0.43
H 5.1732 -1.0714 4.4952 -0.23 0.66 0.09
H 4.2086 -1.9546 3.3097 0.30 -0.07 -0.08
H 3.1411 -1.9042 7.4926 -0.47 -0.13 -0.27
H 4.2752 -0.8045 6.7938 0.44 -0.57 -0.31
H 2.6906 -0.4860 6.4352 -0.52 -0.21 0.47
H 5.0061 -5.9368 6.2959 -0.10 -0.20 0.18
H 4.3835 -5.9065 4.6813 -0.36 0.08 -0.12
H 3.4162 -6.7034 5.9644 0.17 -0.14 -0.01
H 5.7680 -3.4200 4.8980 0.37 -0.01 0.17
```
Positions in Å, forces in eV/Å.

As for the SMILES: CC1(C)CCCC(C)(C)N1O.CC1(C)CCCC(C)(C)N1O.CC1(C)CCCC(C)(C)N1O.CC1(C)CCCC(C)(C)N1O.CC1(C)CCCC(C)(C)N1O.CC1(C)CCCC(C)(C)N1O.CC1(C)CCCC(C)(C)N1O.CC1(C)CCCC(C)(C)N1O.CC1(C)CCCC(C)(C)N1O.C[C@H]1COC(=O)O1. Its LUMO energy is 0.22 eV. The total charge is 0. The calculation puts the HOMO energy at -7.8 eV. For the molar mass, the calculation gives 1517.402 g/mol. As for the total energy: -4739.887443 hartree.